{"formula": "C12H35BCuNO4", "method": "the ωB97M-V functional and the def2-TZVPD basis", "orbital_gap_ev": 8.47, "e_homo_ha": -0.295, "elements": ["H", "H", "H", "H", "H", "H", "H", "N", "H", "H", "C", "H", "H", "C", "H", "H", "O", "H", "H", "H", "Cu", "C", "C", "H", "H", "H", "H", "C", "H", "B", "C", "O", "C", "O", "H", "H", "H", "H", "O", "C", "C", "H", "C", "H", "H", "H", "H", "H", "H", "C", "H", "C", "H", "H"], "coordinates": [[-2.02480, -1.01123, 0.35050], [4.06211, -0.65127, 0.85342], [-0.33725, -2.98141, -3.68508], [0.99850, 1.82280, 3.30540], [2.29358, -0.50272, 2.30946], [-2.96831, -2.08134, 3.53728], [3.05038, -1.01198, -2.03601], [2.24953, -1.21175, -0.10365], [-1.47544, 1.00830, 0.06849], [-1.53303, -2.03864, -2.81518], [-2.26883, -2.50484, 1.47949], [-4.37000, -3.17176, 1.44651], [-2.51449, 1.73579, -1.12919], [-3.64171, -2.70888, 0.78060], [-3.04706, 0.36072, -0.14712], [1.88034, 4.22662, -2.64159], [-1.49859, -1.79525, 0.52376], [0.49278, 3.42064, 0.85888], [-0.69755, -3.46336, -2.11626], [2.07698, -2.90259, -2.92384], [0.13777, -0.01792, -0.59024], [2.76478, -1.76605, -1.30259], [0.22971, 3.71347, -1.26225], [-1.85470, -3.48282, 1.72472], [-2.51585, -0.66339, 2.54053], [-3.52470, -3.44571, -0.01407], [2.52507, 3.48124, -1.20671], [3.15296, -0.19089, 0.46663], [-0.84486, 2.22433, -1.54116], [-2.21964, 0.79818, -0.68401], [2.47484, 0.39660, 1.72084], [0.10052, 2.37233, -1.61830], [-2.26278, -1.69029, 2.80422], [1.24522, 1.11833, 1.38688], [-0.32739, 4.89419, 0.42782], [-0.42695, 4.29365, -1.91056], [-1.20618, 3.35205, 0.35664], [3.11300, 1.08615, 2.27344], [0.47606, -1.79813, -2.12297], [1.70168, 4.09342, -1.57461], [0.44221, 1.27082, 2.54779], [0.10433, 0.39786, 3.10626], [-0.24700, 3.83693, 0.17512], [-0.41859, 1.87349, 2.25812], [-3.97222, -1.76819, 0.34017], [-1.28804, -1.67302, 3.29177], [1.46725, -3.45780, -1.33802], [2.33458, -1.99729, 0.52548], [3.65670, -2.37589, -1.15877], [1.69521, -2.58710, -1.95284], [-1.80155, 0.05815, -1.34869], [-0.58007, -2.55734, -2.71076], [1.73147, 5.12736, -1.23087], [3.41002, 0.54541, -0.29486]], "atomic_forces_ev_per_a": [[-0.15, 0.60, -0.42], [0.42, -0.01, -0.20], [0.46, 0.48, -0.43], [0.21, 0.41, 0.04], [-0.51, 0.18, 0.54], [-0.17, 0.03, -0.06], [-0.03, 0.45, 0.23], [0.55, 1.10, 1.02], [3.18, 1.02, 3.39], [0.43, 0.45, 0.49], [-0.85, 0.50, 0.36], [-0.26, 0.40, 0.17], [-1.03, 3.38, -1.96], [0.51, -0.58, 0.86], [-3.23, -1.71, 1.92], [-0.35, -0.45, -0.21], [1.08, -1.01, 0.37], [0.00, -0.17, -0.10], [-0.49, 0.03, 0.42], [-0.24, -0.26, -0.18], [-0.27, 0.00, 0.14], [-0.06, 0.14, -1.81], [1.23, -0.60, 0.00], [0.43, -0.05, -0.49], [-0.18, 0.12, 0.23], [0.24, 0.18, -0.21], [-0.47, -0.09, 0.54], [-0.78, 0.42, 0.75], [-0.52, -0.80, -0.10], [0.04, -0.02, -0.07], [-0.61, 0.44, -1.28], [0.00, -1.12, -0.82], [-0.51, -0.22, -0.66], [0.96, -1.83, 0.58], [-0.18, 0.15, 0.14], [0.04, 0.40, -0.12], [0.04, 0.01, -0.28], [0.22, -0.09, 0.01], [0.82, -0.19, -0.34], [-1.16, 1.49, -0.06], [-0.07, 1.11, 0.36], [0.05, -0.70, -0.77], [0.80, 1.06, 0.38], [0.00, -0.20, 0.00], [-0.27, -0.06, 0.22], [0.17, -0.16, -0.28], [-0.19, -0.24, 0.01], [-0.82, -0.05, 0.63], [0.19, -0.27, 0.07], [-1.22, 0.17, -0.47], [1.50, -2.87, -3.25], [0.37, -1.17, 0.17], [0.79, 0.11, 0.45], [-0.14, 0.06, 0.05]], "nbo_charge": [0.53, 0.18, 0.16, 0.16, 0.17, 0.20, 0.21, -0.64, -0.04, 0.22, 0.11, 0.20, 0.00, -0.63, 0.00, 0.21, -0.80, 0.21, 0.17, 0.18, 0.87, -0.25, 0.11, 0.16, 0.21, 0.21, 0.21, -0.24, 0.51, -0.87, -0.07, -0.77, -0.63, -0.56, 0.20, 0.16, 0.23, 0.19, -0.57, -0.62, -0.26, 0.18, -0.64, 0.21, 0.22, 0.20, 0.17, 0.36, 0.18, -0.06, -0.03, -0.24, 0.20, 0.21]}

{"formula": "C25H18BF4N10O7S2W", "method": "the ωB97M-V functional and the def2-TZVPD basis", "orbital_gap_ev": [6.07, 5.97], "charge": 1, "e_homo_ha": [-0.373, -0.369], "elements": ["C", "H", "H", "N", "C", "C", "N", "N", "H", "N", "N", "O", "C", "O", "H", "O", "C", "H", "N", "S", "H", "C", "C", "F", "C", "N", "O", "H", "B", "S", "F", "H", "H", "O", "C", "H", "C", "N", "C", "O", "C", "C", "C", "H", "H", "C", "C", "O", "C", "N", "F", "H", "N", "C", "C", "W", "C", "H", "H", "H", "H", "H", "C", "C", "C", "C", "C", "F"], "coordinates": [[-0.16457, -3.21369, 0.62235], [-1.41430, 4.81851, -6.31555], [2.72302, -3.55118, 3.06534], [-1.45830, -1.69591, -0.62042], [-0.33510, 1.75738, 4.68249], [2.18308, -0.53846, -3.78789], [-4.16550, 0.03926, -1.91204], [-2.57123, -1.48769, -1.40899], [2.47762, 0.19293, -4.52370], [0.17436, 1.38254, -1.46723], [-1.58119, -2.26826, 4.02359], [-0.32600, 2.58646, 7.24524], [0.02371, -4.43798, 1.22206], [0.37575, 3.25990, 2.60951], [1.24629, -5.51725, 2.61957], [-1.56365, -2.97432, 5.00550], [0.81784, 1.16261, -2.55883], [-1.38138, -1.01851, 6.30367], [0.05429, 2.13733, 2.32800], [-2.38188, 0.87179, -0.14572], [-4.66107, -0.69507, -2.38896], [-1.95305, 4.94871, -4.24294], [-0.80437, -0.06717, 3.06394], [3.89859, -0.53051, -0.83994], [1.36205, -0.19763, -2.72712], [0.64435, -2.17198, 0.85199], [-1.89962, -2.62786, 2.90702], [-0.65488, -5.25182, 1.00953], [3.60858, 0.62756, -0.23188], [-0.19750, 3.07297, -1.15439], [1.87637, 0.11525, 0.48814], [-4.64855, 0.89662, -1.71287], [-2.72061, 5.69189, -4.40622], [0.07424, 1.75524, 1.12890], [1.89361, -3.48617, 2.37636], [0.32010, 3.09732, -5.95666], [2.66250, -1.82912, -3.89395], [-0.66390, 1.43480, 7.09022], [-0.38164, 1.24651, 3.39540], [-0.83683, -0.51651, 1.87833], [-1.21756, 4.45888, -5.31510], [-0.23767, 3.49592, -5.11774], [-0.71108, 0.93198, 5.70752], [2.25889, -1.40590, 1.85502], [2.60558, -3.76970, -2.95981], [-1.11200, -0.37843, 5.47487], [-3.04930, -0.28290, -1.22785], [-0.94753, 0.65325, 7.96917], [2.27754, -2.74084, -2.93389], [0.99839, 2.07077, -3.55875], [4.15769, 0.87060, 0.95246], [1.53087, 1.76679, -4.35430], [1.01057, -1.06822, -1.76323], [-1.16573, -0.85675, 4.19676], [0.02508, 3.06297, -3.83044], [-0.07937, -0.18742, 0.05382], [1.07666, -4.57215, 2.12166], [-0.01002, 2.76882, 4.87595], [1.19414, -3.04070, -1.14887], [-2.27847, 4.84703, -2.11841], [-1.96540, -3.68254, -0.61838], [3.31817, -2.10982, -4.70640], [1.46753, -2.32367, -1.89612], [-0.69055, 3.55565, -2.75686], [-1.70689, 4.47908, -2.96062], [-1.26984, -2.92182, -0.28506], [1.64799, -2.28645, 1.71873], [3.22110, 1.64705, -0.99599]], "atomic_forces_ev_per_a": [[-0.44, 0.04, -0.33], [0.00, 0.01, 0.00], [0.00, -0.02, 0.00], [-0.31, -0.16, -0.01], [-0.07, -0.03, 0.02], [0.06, -0.12, -0.01], [0.07, 0.04, 0.10], [0.43, 0.18, 0.16], [0.01, 0.00, -0.02], [0.02, 0.50, 0.16], [0.15, 0.37, -0.15], [-0.01, 0.12, -0.01], [0.17, -0.15, 0.19], [-0.08, -0.42, -0.34], [0.01, 0.01, 0.01], [-0.02, -0.07, 0.07], [0.24, -0.40, -0.40], [0.01, 0.00, -0.01], [-0.11, 0.06, 0.52], [0.36, 0.01, 0.16], [-0.01, -0.01, 0.01], [0.05, -0.05, -0.05], [0.16, 0.06, 0.07], [-0.02, -0.11, -0.10], [-0.12, 0.38, -0.09], [0.18, 0.37, 0.04], [-0.09, -0.15, 0.14], [0.02, -0.01, 0.03], [-0.17, -0.14, 0.36], [0.19, -0.15, 0.19], [0.39, 0.26, -0.26], [0.04, 0.00, -0.01], [0.00, 0.01, 0.00], [0.06, 0.10, 0.31], [0.05, 0.23, -0.04], [0.00, 0.00, 0.00], [0.03, 0.10, -0.08], [0.12, -0.08, -0.09], [0.28, 0.34, -0.75], [-0.70, -0.23, 0.81], [-0.04, 0.02, 0.04], [-0.01, 0.00, -0.02], [-0.04, -0.05, 0.07], [0.04, -0.04, 0.05], [0.00, 0.00, -0.01], [-0.04, 0.07, 0.26], [-0.35, -0.27, -0.38], [-0.09, -0.07, 0.07], [-0.09, -0.03, 0.13], [-0.03, 0.06, 0.15], [0.08, 0.04, 0.01], [0.00, 0.01, 0.00], [-0.08, 0.02, 0.19], [-0.10, -0.35, -0.20], [0.08, -0.11, 0.00], [-0.08, 0.08, -0.75], [-0.18, -0.12, -0.09], [0.00, 0.00, -0.01], [-0.02, 0.00, 0.05], [0.01, -0.02, 0.01], [0.04, 0.00, -0.01], [-0.01, 0.00, 0.00], [0.06, 0.03, -0.16], [-0.23, 0.09, -0.10], [0.00, -0.01, -0.02], [0.16, -0.10, 0.26], [-0.02, -0.25, 0.04], [-0.06, 0.13, -0.17]], "nbo_charge": [0.16, 0.23, 0.25, -0.25, -0.09, -0.20, -0.77, -0.42, 0.22, -0.64, 0.54, -0.36, -0.20, -0.27, 0.24, -0.35, 0.45, 0.29, 0.58, -0.07, 0.41, -0.21, 0.48, -0.52, 0.16, -0.47, -0.38, 0.25, 1.44, 0.55, -0.63, 0.41, 0.23, -0.44, -0.23, 0.22, -0.12, 0.54, -0.11, -0.67, -0.18, -0.25, -0.04, 0.25, 0.24, -0.09, 0.29, -0.35, -0.21, -0.58, -0.50, 0.41, -0.44, -0.07, 0.22, 1.65, -0.12, 0.29, 0.22, 0.23, 0.24, 0.24, 0.08, -0.29, -0.17, 0.07, 0.09, -0.51]}

{"formula": "C2H4ClIS", "method": "the ωB97M-V functional and the def2-TZVPD basis", "orbital_gap_ev": 8.21, "e_homo_ha": -0.340, "elements": ["S", "I", "H", "C", "H", "Cl", "H", "H", "C"], "coordinates": [[-0.34309, -1.07464, 1.64644], [0.31494, 2.95885, -0.67205], [0.01471, 0.36113, -1.33905], [-1.28119, -0.45357, 0.53540], [-2.13396, -1.08873, 0.44954], [-0.51452, -3.06964, 2.18984], [1.69480, 1.02546, -1.82540], [1.31359, 0.49591, -0.00284], [0.93471, 0.84522, -0.98188]], "atomic_forces_ev_per_a": [[0.89, 1.18, -0.72], [0.15, -0.86, 0.06], [0.69, 0.07, 0.29], [0.28, -0.52, 2.02], [-1.02, -0.51, -1.16], [-0.48, -0.37, 0.17], [-1.01, -0.85, 1.59], [-0.13, 0.14, -1.00], [0.63, 1.71, -1.24]], "nbo_charge": [0.55, 0.01, 0.23, -0.48, 0.19, -0.26, 0.23, 0.22, -0.70]}

{"formula": "C29H26BaClN12O5", "method": "the ωB97M-V functional and the def2-TZVPD basis", "orbital_gap_ev": 6.39, "charge": 1, "e_homo_ha": -0.351, "elements": ["C", "C", "C", "H", "H", "H", "H", "C", "H", "C", "N", "H", "H", "C", "C", "N", "H", "H", "C", "H", "C", "H", "H", "N", "C", "N", "H", "Cl", "C", "H", "N", "C", "H", "C", "N", "O", "N", "C", "C", "H", "C", "N", "C", "H", "H", "H", "N", "C", "N", "H", "C", "H", "C", "H", "C", "H", "C", "O", "Ba", "C", "C", "C", "O", "O", "C", "C", "H", "O", "N", "C", "H", "C", "N", "H"], "coordinates": [[-1.46768, -1.33798, -2.01136], [-1.55590, 4.29126, -4.02152], [2.47998, -3.87743, -1.41677], [-2.53305, 0.02950, 2.74840], [1.32619, 2.68571, 4.71858], [-1.59287, 4.71325, -5.01509], [-1.14460, -3.49045, -4.58570], [1.13690, -4.26809, -3.38218], [-2.20585, 2.57816, 1.69731], [0.81691, 1.46256, -4.41569], [0.06817, 1.57046, -2.13380], [2.97218, -5.26120, -2.98968], [3.38664, -4.10856, -0.87357], [3.90689, -1.95849, 5.11778], [-0.71069, 2.61779, -2.45782], [-1.86379, -3.63749, 0.54656], [-1.28595, 0.34237, 4.83069], [0.94801, -4.77758, -4.31812], [-2.23633, 3.09851, 0.74818], [4.35349, -1.74109, 6.07922], [2.37454, -2.98704, 1.29408], [1.40224, 0.16541, -2.80151], [1.44004, 0.95721, -5.13890], [0.13122, 2.00207, 2.51727], [-2.30522, 4.35924, -1.67887], [1.32592, 2.64693, 2.21238], [-2.35747, -4.31787, -0.02327], [4.90042, -4.46091, 5.46042], [-0.94623, -2.96391, -3.66016], [-3.03684, -2.03387, 0.50832], [0.55924, 2.04056, 4.84226], [2.81102, -2.54313, 2.61459], [-3.64192, 5.77859, -0.73525], [-0.74107, 3.14874, -3.75301], [-1.53551, 2.56699, -0.22804], [1.56650, 2.59525, 1.00524], [-1.52662, -0.07421, 2.80141], [-0.05922, 1.57619, 3.76126], [2.61872, -1.23241, 3.17984], [-1.31933, -1.06154, 2.93289], [3.21440, -0.98239, 4.43599], [-2.74394, -2.71877, 1.19512], [2.24785, -4.53515, -2.64584], [-3.58649, -3.17550, 1.53392], [-2.09345, -0.53570, -1.63131], [-2.69934, -1.73492, -3.75108], [-3.03373, 6.07869, -3.45063], [0.21646, -3.28929, -2.92822], [-0.40643, -1.64235, -1.31810], [0.45599, 1.56880, 5.72511], [0.04575, 2.54595, -4.74754], [2.57140, -4.05153, 1.12757], [3.50706, -3.51988, 3.34327], [-1.36217, -4.14821, 1.26116], [0.79163, 1.01815, -3.08590], [-3.54845, 4.64726, 1.45821], [4.04264, -3.23310, 4.57993], [1.91825, -0.33881, 2.58133], [0.58744, 0.21869, 0.56237], [1.60468, -2.95108, -0.90645], [-2.99947, 4.26112, 0.61123], [-2.26909, 4.86821, -3.03290], [-3.45533, 6.82352, -2.59381], [2.05650, 3.17455, 3.01470], [0.45744, -2.60251, -1.71660], [-1.54545, 3.19676, -1.41970], [3.12778, 0.01289, 4.85288], [-3.15502, 6.26331, -4.63971], [1.83213, -2.30388, 0.34541], [-1.80214, -2.00212, -3.21061], [0.03435, 2.93993, -5.75552], [-3.04948, 4.89134, -0.60425], [-1.06097, 0.67366, 3.90457], [3.64011, -4.51114, 2.92899]], "atomic_forces_ev_per_a": [[0.00, -0.42, -0.44], [0.00, -0.03, 0.26], [-0.01, -0.02, -0.07], [0.01, -0.04, -0.10], [-0.06, 0.01, -0.11], [0.01, -0.01, -0.01], [0.01, -0.02, -0.01], [-0.10, 0.07, -0.03], [0.03, 0.01, 0.02], [-0.05, 0.03, 0.09], [0.18, -0.33, -0.01], [-0.01, -0.01, -0.02], [0.01, 0.02, 0.02], [-0.06, 0.23, 0.03], [-0.05, 0.00, -0.04], [0.11, -0.15, 0.01], [0.06, 0.03, -0.01], [0.00, -0.01, -0.01], [-0.15, -0.06, 0.06], [0.00, 0.01, 0.01], [0.05, 0.23, 0.27], [0.00, -0.02, 0.00], [0.00, 0.01, -0.03], [0.74, 0.47, -0.01], [0.05, -0.09, -0.05], [-0.72, -0.53, -0.10], [-0.10, 0.04, 0.07], [0.02, -0.01, 0.03], [-0.05, -0.01, -0.06], [0.07, -0.04, -0.05], [-0.20, -0.41, 0.30], [-0.12, 0.03, -0.28], [-0.01, 0.04, -0.03], [-0.07, 0.08, 0.04], [0.01, 0.05, 0.12], [0.37, 0.68, 0.11], [0.21, 0.18, 0.24], [0.10, 0.39, -0.04], [0.01, -0.61, -0.36], [-0.05, 0.02, 0.04], [0.13, -0.17, 0.11], [-0.08, 0.07, 0.10], [0.09, -0.01, 0.11], [0.01, 0.00, -0.02], [-0.01, 0.05, -0.01], [0.00, -0.01, -0.02], [0.22, -0.09, -0.04], [0.31, -0.17, -0.03], [0.28, 0.60, 0.84], [0.03, -0.02, -0.01], [0.08, -0.12, 0.01], [-0.03, 0.00, -0.04], [0.17, 0.13, 0.44], [0.03, 0.06, 0.01], [0.06, 0.07, -0.14], [-0.02, 0.01, 0.00], [-0.08, -0.29, -0.35], [-0.26, 0.37, -0.06], [-0.54, -0.48, -0.84], [-0.04, 0.03, 0.12], [0.00, 0.00, -0.06], [-0.09, 0.11, -0.20], [-0.04, 0.02, 0.20], [-0.04, 0.18, 0.32], [-0.03, -0.30, 0.02], [0.08, 0.04, -0.04], [-0.04, 0.02, -0.03], [-0.12, 0.02, -0.10], [-0.37, 0.10, -0.39], [-0.03, 0.16, 0.18], [-0.01, 0.02, -0.01], [0.06, -0.11, 0.01], [0.04, -0.14, 0.11], [-0.01, -0.02, -0.02]], "mulliken_charge": [-0.80, -0.69, -0.16, 0.24, 0.22, 0.57, 0.45, -0.95, 0.18, -1.19, 0.38, 0.41, 0.64, -0.53, -0.52, -0.40, 0.19, 0.44, 0.01, 0.42, -0.76, 0.47, 0.46, -0.35, 0.55, 1.24, 0.21, -0.23, -0.82, 0.18, -0.42, 0.91, 0.55, 0.90, 0.42, -0.64, -0.37, 0.53, -0.37, 0.35, -0.62, -0.44, -0.96, 0.25, 0.58, 0.48, 1.00, 1.32, 0.52, 0.21, -0.58, 0.47, -0.95, 0.24, -0.18, 0.45, -0.02, -0.09, 1.44, -0.57, -1.07, -0.41, -0.60, -0.74, 0.29, 0.14, 0.45, -0.60, 0.24, -1.02, 0.49, -0.60, -0.26, 0.41]}